(1)
{"formula": "C2H9BCl2InO", "method": "wB97M-V/def2-TZVPD", "max_force_ev_per_a": 0.19, "charge": -1, "homo_lumo_gap_ev": 6.28, "homo_ev": -3.650, "e_lumo_ev": 2.6319, "symbols": ["C", "B", "O", "In", "H", "H", "H", "H", "H", "H", "H", "C", "Cl", "Cl", "H", "H"], "positions_angstrom": [[0.218, -1.071, -0.285], [-1.178, -0.372, -0.577], [-0.992, 0.915, -1.072], [-3.328, -1.186, -0.301], [0.733, -0.485, 0.488], [0.863, -1.036, -1.170], [0.144, -2.102, 0.058], [-1.837, 1.361, -1.155], [-4.215, -0.101, 0.817], [-3.395, -2.848, 0.311], [-4.192, -1.102, -1.859], [3.456, 1.753, 0.958], [3.469, 0.883, -0.576], [3.186, 0.686, 2.345], [4.418, 2.231, 1.090], [2.649, 2.475, 0.927]], "atomic_forces_ev_per_a": [[-0.032, 0.010, -0.003], [-0.013, -0.050, -0.036], [0.061, 0.110, 0.136], [0.018, 0.062, 0.054], [0.018, -0.048, 0.027], [-0.003, -0.003, -0.023], [-0.018, 0.013, -0.007], [-0.047, -0.050, -0.113], [0.004, -0.011, 0.006], [-0.002, -0.030, 0.021], [-0.009, -0.004, -0.046], [-0.044, 0.015, 0.003], [0.076, -0.011, -0.015], [0.015, -0.010, -0.001], [-0.007, 0.021, -0.012], [-0.015, -0.014, 0.009]]}


(2)
{"formula": "C6H16Si2", "method": "wB97M-V/def2-TZVPD", "max_force_ev_per_a": 3.31, "homo_lumo_gap_ev": 8.97, "homo_ev": -8.202, "e_lumo_ev": 0.7631, "symbols": ["C", "C", "C", "C", "C", "C", "Si", "Si", "H", "H", "H", "H", "H", "H", "H", "H", "H", "H", "H", "H", "H", "H", "H", "H"], "positions_angstrom": [[2.459, -0.790, 0.904], [1.822, 0.237, 1.844], [1.925, -0.528, -0.544], [0.349, 0.649, 1.607], [-0.097, 1.783, -1.283], [-3.504, -0.277, -0.672], [0.161, 0.226, -0.341], [-2.030, -1.585, -1.025], [3.574, -0.600, 0.751], [2.063, -1.825, 1.171], [1.922, -0.191, 2.832], [2.377, 1.189, 1.623], [2.560, 0.176, -0.978], [2.034, -1.449, -1.150], [-0.398, 0.013, 2.118], [0.297, 1.660, 2.000], [0.611, 2.546, -0.917], [0.205, 1.728, -2.323], [-0.985, 2.228, -1.002], [-3.991, -0.772, 0.203], [-2.983, 0.691, -0.420], [-4.304, -0.263, -1.404], [-1.816, -1.921, -2.450], [-2.249, -2.925, -0.545]], "atomic_forces_ev_per_a": [[-0.880, -0.348, -1.623], [0.593, 0.568, -0.461], [-1.370, -1.445, 0.747], [-0.096, -1.579, -1.360], [2.701, 0.161, -0.184], [1.253, -1.626, 0.842], [-0.372, -1.641, 1.176], [0.905, 3.179, -0.183], [-1.290, -1.053, 1.172], [1.333, 1.033, -0.046], [0.453, 0.712, 0.633], [-0.104, -0.788, 0.998], [0.929, 1.452, -0.968], [-0.337, 0.494, 0.211], [0.516, 0.268, 0.077], [-0.630, 0.177, -0.432], [0.268, -0.412, 0.339], [-0.896, -0.081, -0.413], [-2.374, 0.754, -0.311], [0.426, 0.879, -0.127], [-1.131, -0.963, -0.317], [0.256, 0.473, -0.409], [-0.024, 0.330, -0.239], [-0.130, -0.545, 0.877]]}


(3)
{"formula": "C20H27N5O2", "method": "wB97M-V/def2-TZVPD", "max_force_ev_per_a": 0.98, "smiles": "CN1CCN(CCCNC(=O)Cn2nc(-c3ccccc3)ccc2=O)CC1", "homo_lumo_gap_ev": 8.45, "homo_ev": -8.556, "e_lumo_ev": -0.1028, "symbols": ["C", "N", "C", "C", "N", "C", "C", "C", "N", "C", "O", "C", "N", "N", "C", "C", "C", "C", "C", "C", "C", "C", "C", "C", "O", "C", "C", "H", "H", "H", "H", "H", "H", "H", "H", "H", "H", "H", "H", "H", "H", "H", "H", "H", "H", "H", "H", "H", "H", "H", "H", "H", "H", "H"], "positions_angstrom": [[-4.470, -0.725, 0.779], [-3.671, -0.901, -0.417], [-3.404, 0.375, -1.058], [-2.621, 0.157, -2.346], [-1.359, -0.516, -2.069], [-0.558, -0.688, -3.276], [0.173, 0.592, -3.689], [1.206, 1.018, -2.649], [0.573, 1.385, -1.404], [0.791, 2.569, -0.814], [1.538, 3.422, -1.245], [0.019, 2.765, 0.498], [0.126, 1.607, 1.362], [1.336, 1.107, 1.480], [1.562, 0.067, 2.232], [2.945, -0.418, 2.277], [3.418, -1.195, 3.333], [4.730, -1.632, 3.344], [5.586, -1.301, 2.308], [5.126, -0.521, 1.258], [3.818, -0.081, 1.242], [0.491, -0.551, 2.944], [-0.754, -0.034, 2.830], [-1.010, 1.125, 2.003], [-2.097, 1.653, 1.828], [-1.641, -1.790, -1.425], [-2.415, -1.564, -0.132], [-4.634, -1.696, 1.244], [-5.435, -0.306, 0.497], [-3.993, -0.052, 1.505], [-4.360, 0.847, -1.296], [-2.846, 1.048, -0.387], [-2.417, 1.123, -2.809], [-3.235, -0.443, -3.040], [-1.181, -1.043, -4.115], [0.192, -1.458, -3.072], [-0.537, 1.404, -3.846], [0.682, 0.406, -4.636], [1.771, 1.887, -2.996], [1.907, 0.193, -2.468], [-0.174, 0.752, -1.123], [-1.044, 2.933, 0.306], [0.435, 3.644, 0.998], [2.772, -1.443, 4.162], [5.086, -2.231, 4.170], [6.609, -1.646, 2.321], [5.793, -0.254, 0.452], [3.449, 0.531, 0.434], [0.671, -1.428, 3.545], [-1.605, -0.458, 3.342], [-0.693, -2.286, -1.197], [-2.233, -2.446, -2.084], [-2.627, -2.530, 0.333], [-1.791, -0.975, 0.565]], "atomic_forces_ev_per_a": [[0.016, 0.015, 0.016], [0.082, -0.001, -0.056], [0.033, 0.007, -0.273], [-0.182, 0.226, 0.132], [-0.140, -0.246, 0.026], [0.068, 0.174, -0.245], [0.091, -0.235, 0.261], [0.056, 0.138, -0.271], [-0.106, -0.184, -0.156], [-0.214, -0.238, 0.473], [0.178, 0.425, -0.039], [0.067, 0.548, -0.327], [-0.652, -0.240, 0.219], [0.904, -0.307, 0.229], [-0.504, 0.494, -0.218], [0.507, -0.139, -0.044], [-0.149, 0.119, -0.127], [0.116, -0.076, 0.030], [0.039, -0.031, 0.048], [0.046, 0.008, -0.011], [-0.081, -0.059, 0.076], [-0.447, 0.236, -0.079], [0.297, -0.170, 0.155], [0.144, 0.032, -0.072], [-0.272, 0.030, 0.158], [-0.017, -0.120, 0.308], [0.074, -0.167, -0.195], [-0.067, -0.036, 0.050], [-0.085, 0.013, 0.065], [-0.010, 0.003, 0.037], [0.031, 0.044, 0.005], [-0.045, 0.003, -0.046], [-0.032, -0.019, -0.019], [0.062, 0.038, -0.015], [0.017, -0.077, 0.083], [-0.031, -0.019, -0.030], [0.000, 0.064, -0.082], [-0.023, 0.021, -0.061], [-0.014, -0.166, 0.046], [0.039, 0.055, -0.088], [0.031, 0.166, 0.143], [0.203, -0.023, 0.030], [-0.054, -0.128, -0.088], [-0.069, -0.031, 0.073], [0.026, -0.038, 0.061], [0.079, -0.028, 0.001], [0.043, 0.022, -0.072], [-0.007, 0.045, -0.095], [0.004, -0.072, 0.053], [-0.056, -0.021, 0.002], [-0.041, 0.001, -0.044], [0.048, -0.007, 0.010], [0.039, 0.026, 0.025], [-0.041, -0.078, -0.061]]}


(4)
{"formula": "C3H10NO2", "method": "wB97M-V/def2-TZVPD", "max_force_ev_per_a": 4.43, "multiplicity": 2, "homo_lumo_gap_ev": [6.53, 9.08], "homo_ev": [-5.887, -8.458], "e_lumo_ev": [0.6393, 0.6173], "symbols": ["C", "C", "C", "N", "H", "H", "H", "H", "H", "H", "H", "H", "O", "H", "H", "O"], "positions_angstrom": [[0.801, 1.452, -0.974], [1.440, 1.534, 0.216], [0.949, -1.017, -1.307], [0.331, 0.188, -1.362], [0.434, 2.148, -1.652], [1.722, 0.701, 0.842], [1.830, 2.571, 0.506], [0.554, -1.922, -1.824], [1.563, -1.122, -0.408], [-0.654, 0.197, -1.640], [-0.629, -0.483, 3.957], [-0.977, 1.087, 4.029], [-0.650, 0.362, 3.423], [-2.723, -1.253, -1.229], [-2.055, -2.667, -1.068], [-1.938, -1.775, -1.509]], "atomic_forces_ev_per_a": [[0.424, -3.162, 3.070], [0.790, 3.234, -1.170], [0.618, -0.999, 1.000], [-1.709, 0.050, -1.575], [-0.150, 1.973, -0.533], [-0.270, -0.046, -0.164], [-0.532, -1.695, -0.232], [0.144, 1.270, 0.607], [0.251, -0.450, -0.597], [0.728, -0.165, -0.372], [-0.124, 1.649, -0.733], [0.578, -1.477, -0.892], [-0.449, -0.182, 1.624], [0.709, -0.662, -0.220], [0.200, 1.673, -0.752], [-1.207, -1.013, 0.941]]}


(5)
{"formula": "C6H15N3Si", "method": "wB97M-V/def2-TZVPD", "max_force_ev_per_a": 4.28, "charge": 2, "homo_lumo_gap_ev": [6.81, 6.83], "homo_ev": [-15.808, -15.808], "e_lumo_ev": [-8.9994, -8.9773], "symbols": ["C", "C", "C", "C", "C", "C", "N", "N", "N", "Si", "H", "H", "H", "H", "H", "H", "H", "H", "H", "H", "H", "H", "H", "H", "H"], "positions_angstrom": [[0.085, -0.619, 2.646], [-1.884, -1.212, 1.589], [-0.434, 0.334, 0.513], [-1.571, 0.315, -2.528], [2.054, -0.991, -0.423], [1.106, 2.314, -1.519], [0.435, 0.241, 1.698], [-0.931, -1.398, 2.682], [-1.627, -0.369, 0.653], [-0.375, 0.995, -1.207], [0.792, -0.753, 3.469], [-2.841, -1.348, 2.050], [1.298, -0.356, -0.853], [-1.265, 0.858, -3.409], [-1.354, -0.748, -2.610], [-2.649, 0.227, -2.391], [2.082, -0.325, 0.476], [2.174, -2.068, -0.021], [2.973, -0.869, -1.052], [1.137, 2.245, -2.604], [0.907, 3.358, -1.277], [2.075, 1.964, -0.979], [1.262, 0.816, 1.995], [-1.037, -2.307, 3.084], [-2.410, -0.306, 0.017]], "atomic_forces_ev_per_a": [[3.885, 0.814, 1.070], [0.045, 0.426, 2.800], [-1.155, 1.130, -2.436], [0.675, -0.277, 1.436], [3.124, 0.111, 1.433], [-0.429, -2.151, 0.603], [-1.360, -0.650, 1.371], [-2.485, -0.203, -3.480], [0.683, -1.059, 1.534], [1.607, 1.511, 1.521], [-0.076, 0.376, -0.107], [-1.120, -0.604, -1.178], [-0.854, -1.772, -1.186], [-0.315, 0.009, -0.528], [0.753, -0.210, -0.345], [-0.092, 0.999, 0.165], [1.421, -0.846, -0.582], [-1.628, 1.520, -1.133], [-0.680, 0.232, 0.718], [0.804, 0.107, -0.161], [-0.389, -0.184, 0.281], [-1.696, 0.485, -1.195], [-1.351, -0.211, -1.184], [0.618, -0.284, 1.119], [0.015, 0.731, -0.536]]}


- What is the formula in the second record?
  C6H16Si2